C4H4OS3 in the gas phase in a non-equilibrium geometry. Source: OMol25; level of theory: the ωB97M-V functional and the def2-TZVPD basis.

Structure (ORCA input):
```
! wB97M-V def2-TZVPD RIJCOSX def2/J DEFGRID3
* xyz 0 1
C -2.55 0.05 -1.32
C -1.56 -0.04 -0.17
C -0.10 -0.62 -0.40
C 1.10 0.14 -0.02
H -2.76 -1.01 -1.82
H -3.41 0.38 -0.82
H -2.20 0.55 -2.25
H 3.36 0.13 0.23
O 0.04 -1.74 -0.93
S -2.06 0.13 1.38
S 2.31 -0.84 0.48
S 1.21 1.75 -0.38
*
```

Summary:
gap between HOMO and LUMO = 7.63 eV
strongest force on any atom = 3.7 eV/Å
SMILES = CC(=S)C(=O)C(=S)S
relative energy (zero: lowest compared OMol25 entry of this formula, charge and spin) = 39.7 kcal/mol

=====

A molecular structure, C17H32CoIN6O2S in a non-equilibrium geometry. Source: OMol25; level of theory: the ωB97M-V functional and the def2-TZVPD basis.

Structure (ORCA input):
```
! wB97M-V def2-TZVPD RIJCOSX def2/J DEFGRID3
* xyz 1 2
Co -0.33 -0.39 -0.05
C -0.25 2.07 2.74
C -1.33 2.44 1.74
N -1.37 1.63 0.50
C -1.43 2.41 -0.75
C -0.21 2.14 -1.62
N -0.03 0.71 -1.93
C -0.63 0.29 -3.21
C -2.14 0.03 -3.18
C -2.51 -1.27 -2.49
N -2.16 -1.30 -1.06
C -3.33 -1.21 -0.18
C -2.83 -1.22 1.29
N -1.39 -1.43 1.39
C -0.27 0.63 3.24
H -0.37 2.73 3.60
H 0.73 2.30 2.31
H -1.15 3.48 1.46
H -2.31 2.42 2.23
H -2.17 1.02 0.55
H -1.45 3.47 -0.53
H -2.36 2.19 -1.28
H 0.67 2.46 -1.06
H -0.27 2.74 -2.53
H 0.97 0.56 -2.02
H -0.13 -0.63 -3.52
H -0.41 1.04 -3.98
H -2.48 -0.03 -4.21
H -2.67 0.86 -2.73
H -1.98 -2.09 -2.99
H -3.58 -1.46 -2.63
H -1.69 -2.18 -0.88
H -4.02 -2.03 -0.37
H -3.87 -0.29 -0.41
H -3.38 -1.97 1.85
H -3.08 -0.26 1.76
H -1.15 -2.41 1.26
H 0.19 0.55 4.22
H -1.28 0.24 3.33
O 2.07 0.38 -0.06
N 2.76 0.56 1.07
C 4.00 1.10 1.00
C 4.75 1.31 2.13
C 4.22 0.97 3.37
C 2.96 0.42 3.42
C 2.21 0.22 2.27
S 0.57 -0.57 2.17
H 4.32 1.34 0.00
H 5.73 1.75 2.03
H 4.80 1.12 4.27
H 2.53 0.12 4.37
N 2.60 -1.93 -1.29
C 1.50 -2.68 -1.33
O 0.44 -2.33 -0.79
C 1.56 -3.99 -2.08
I 1.03 -3.64 -4.12
H 2.55 -1.04 -0.78
H 3.44 -2.21 -1.75
H 0.83 -4.68 -1.69
H 2.55 -4.43 -2.08
*
```

Summary:
gap between HOMO and LUMO (alpha / beta) = 8.22 / 8.04 eV
strongest force on any atom = 3.2 eV/Å
⟨S²⟩ = 0.806
relative energy (zero: lowest compared OMol25 entry of this formula, charge and spin) = 55.7 kcal/mol

=====

2 unconnected molecules or ions with the total composition CH3N2O2 in a non-equilibrium geometry. Source: OMol25; level of theory: the ωB97M-V functional and the def2-TZVPD basis.

Structure (ORCA input):
```
! wB97M-V def2-TZVPD RIJCOSX def2/J DEFGRID3
* xyz -1 1
C 0.19 -0.34 1.02
N -0.36 -1.02 -0.05
N -0.26 0.36 -1.44
O 0.13 1.50 -0.98
O -0.86 0.11 -2.50
H -0.57 0.11 1.70
H 0.89 -1.20 1.60
H 0.83 0.48 0.64
*
```

Summary:
gap between HOMO and LUMO (alpha / beta) = 7.33 / 7.33 eV
strongest force on any atom = 3.7 eV/Å
relative energy (zero: lowest compared OMol25 entry of this formula, charge and spin) = 135.0 kcal/mol

=====

A molecular structure, C43H39N2O8PSiSn in a non-equilibrium geometry. Source: OMol25; level of theory: the ωB97M-V functional and the def2-TZVPD basis.

Structure (ORCA input):
```
! wB97M-V def2-TZVPD RIJCOSX def2/J DEFGRID3
* xyz -2 1
Sn 0.54 1.30 -0.98
O 3.77 4.68 -0.57
C 3.07 3.71 -0.39
O 2.56 2.83 -1.10
C 1.67 3.07 1.53
O 2.85 3.46 1.10
O 0.64 3.12 0.87
O 3.49 0.09 -0.84
N 2.63 -0.22 0.20
C 3.27 -0.53 1.25
C 2.72 -0.97 2.55
C 3.66 -1.56 3.41
C 3.29 -2.13 4.61
C 1.95 -2.07 5.00
C 1.03 -1.43 4.19
C 1.38 -0.88 2.95
P 0.28 0.33 2.07
C 0.48 1.65 3.24
C 1.70 2.51 2.97
C 1.81 3.65 3.96
C 0.99 3.76 5.03
C -0.07 2.84 5.30
C -0.29 1.83 4.38
C -1.43 -0.27 2.34
C -2.44 0.68 2.16
C -3.78 0.32 2.25
C -4.13 -1.00 2.51
C -3.14 -1.96 2.66
C -1.80 -1.60 2.56
H 2.89 0.25 -1.58
H 4.36 -0.53 1.18
H 4.70 -1.59 3.10
H 4.03 -2.59 5.25
H 1.63 -2.51 5.94
H 0.01 -1.33 4.53
H 2.64 1.92 2.99
H 2.61 4.37 3.79
H 1.14 4.59 5.71
H -0.72 2.97 6.16
H -1.13 1.16 4.54
H -2.16 1.70 1.95
H -4.55 1.06 2.09
H -5.17 -1.28 2.58
H -3.41 -3.00 2.83
H -1.03 -2.36 2.65
C -2.68 4.44 -0.91
Si -1.93 3.28 -2.21
C -0.23 3.92 -2.67
C -2.99 3.44 -3.77
N -1.70 1.68 -1.65
C -2.68 0.77 -1.42
C -4.07 1.03 -1.51
C -5.03 0.05 -1.30
C -4.66 -1.25 -0.97
C -3.30 -1.53 -0.84
C -2.35 -0.56 -1.06
O -0.99 -0.80 -0.84
C -0.49 -2.06 -1.09
C -0.78 -2.76 -2.25
C -0.26 -4.04 -2.42
C 0.56 -4.61 -1.45
C 0.87 -3.87 -0.31
C 0.37 -2.59 -0.14
H -1.93 5.15 -0.56
H -3.00 3.86 -0.04
H -3.54 4.99 -1.29
H -0.29 4.84 -3.27
H 0.32 3.18 -3.26
H 0.37 4.15 -1.78
H -2.73 4.35 -4.31
H -4.07 3.47 -3.55
H -2.82 2.58 -4.43
H -4.38 2.04 -1.74
H -6.08 0.30 -1.40
H -5.40 -2.02 -0.81
H -2.99 -2.52 -0.54
H -1.41 -2.31 -3.00
H -0.48 -4.58 -3.33
H 0.96 -5.60 -1.58
H 1.53 -4.29 0.44
H 0.63 -2.00 0.73
O 0.69 -0.24 -4.76
C 1.34 -0.67 -3.81
O 1.47 -0.11 -2.66
C 2.10 -1.98 -4.02
C 2.67 -2.68 -2.97
C 3.33 -3.88 -3.19
C 3.44 -4.38 -4.48
C 2.87 -3.69 -5.54
C 2.21 -2.49 -5.31
H 2.56 -2.29 -1.97
H 3.76 -4.42 -2.36
H 3.96 -5.32 -4.66
H 2.95 -4.08 -6.55
H 1.75 -1.93 -6.12
*
```

Summary:
gap between HOMO and LUMO = 4.71 eV
strongest force on any atom = 1.0 eV/Å
relative energy (zero: lowest compared OMol25 entry of this formula, charge and spin) = 50.4 kcal/mol

=====

Question: Among the records above, which one has the lowest strongest force on any atom?
Answer: C43H39N2O8PSiSn

=====

Question: What is the relative energy (zero: lowest compared OMol25 entry of this formula, charge and spin) in the second record?
Answer: 55.7 kcal/mol

=====

Question: Which of these has the lowest strongest force on any atom?
Answer: C43H39N2O8PSiSn

=====

Question: Among the records above, which one has the highest relative energy (zero: lowest compared OMol25 entry of this formula, charge and spin)?
Answer: CH3N2O2